A 2-piece molecular cluster, C12H26N3O2P overall, computed with ωB97M-V/def2-TZVPD.

Frontier orbital gap: 2.85 eV
Molar mass: 275.3 g mol⁻¹
Charge: 0
Largest force on an atom: 2.01 eV/Å

Each atom is followed by the atoms it is bonded to, with distances in Å.
Cartesian coordinates (Å):
1 N 6.689 1.710 1.180  C2 1.267, H8 1.015
2 C 5.633 2.206 1.672  N1 1.267, C3 1.494, H9 1.083
3 C 4.895 3.252 0.902  C2 1.494, C4 1.507, H10 1.084, H11 1.093
4 C 3.390 3.216 0.946  C3 1.507, P5 1.789, H12 1.090
5 P 2.534 1.936 1.856  C4 1.789, N6 1.711, O7 1.650
6 N 1.973 0.991 0.544  P5 1.711, H13 1.008, H14 1.010
7 O 1.118 2.708 2.205  P5 1.650, H15 0.957
8 H 7.094 1.029 1.815  N1 1.015
9 H 5.265 1.903 2.645  C2 1.083
10 H 5.217 3.192 -0.131  C3 1.084
11 H 5.256 4.222 1.255  C3 1.093
12 H 2.982 3.236 -0.064  C4 1.090
13 H 2.119 0.004 0.685  N6 1.008
14 H 2.289 1.289 -0.367  N6 1.010
15 H 0.388 2.163 1.911  O7 0.957
16 C -2.525 0.703 -1.626  C17 1.540, H27 1.089, H28 1.084, H29 1.090
17 C -1.377 -0.306 -1.439  C16 1.540, C18 1.532, N22 1.496, C26 1.508
18 C -1.591 -1.546 -2.313  C17 1.532, C19 1.526, H30 1.094, H31 1.090
19 C -2.677 -2.478 -1.782  C18 1.526, C20 1.531, H32 1.093, H33 1.091
20 C -2.366 -2.877 -0.337  C19 1.531, C21 1.532, H34 1.091, H35 1.094
21 C -2.185 -1.677 0.598  C20 1.532, N22 1.500, C24 1.540, C25 1.521
22 N -1.209 -0.713 -0.010  C17 1.496, C21 1.500, O23 1.269
23 O -0.006 -1.028 0.241  N22 1.269
24 C -3.553 -1.023 0.867  C21 1.540, H36 1.090, H37 1.088, H38 1.087
25 C -1.653 -2.135 1.947  C21 1.521, H39 1.087, H40 1.088, H41 1.090
26 C -0.109 0.402 -1.844  C17 1.508, H42 1.086, H43 1.090, H44 1.088
27 H -2.820 0.736 -2.674  C16 1.089
28 H -3.417 0.487 -1.049  C16 1.084
29 H -2.199 1.704 -1.341  C16 1.090
30 H -0.652 -2.106 -2.369  C18 1.094
31 H -1.821 -1.219 -3.327  C18 1.090
32 H -3.659 -2.005 -1.855  C19 1.093
33 H -2.722 -3.375 -2.401  C19 1.091
34 H -3.163 -3.504 0.066  C20 1.091
35 H -1.454 -3.480 -0.327  C20 1.094
36 H -3.435 -0.041 1.324  C24 1.090
37 H -4.117 -1.646 1.559  C24 1.088
38 H -4.171 -0.924 -0.022  C24 1.087
39 H -0.736 -2.711 1.853  C25 1.087
40 H -2.400 -2.770 2.420  C25 1.088
41 H -1.460 -1.285 2.601  C25 1.090
42 H 0.091 1.193 -1.126  C26 1.086
43 H -0.199 0.841 -2.838  C26 1.090
44 H 0.742 -0.275 -1.853  C26 1.088